# 1
# C46H33Br4GeN6O4RuS

A structure of composition C46H33Br4GeN6O4RuS in a non-equilibrium geometry (ωB97M-V/def2-TZVPD, the OMol25 dataset).

XYZ file:
```
96
C46H33Br4GeN6O4RuS ωB97M-V/def2-TZVPD
Ru -0.421 -0.142 -0.285
Br -5.982 -0.389 3.992
C -4.907 -0.013 2.542
C -5.395 0.790 1.476
Br -7.151 1.495 1.548
C -4.512 1.122 0.456
Br -5.034 2.155 -1.025
C -3.199 0.637 0.403
O -2.254 1.065 -0.359
C -2.837 -0.383 1.378
O -1.728 -0.995 1.153
C -3.662 -0.619 2.511
Br -2.923 -1.611 3.882
C -0.260 1.825 5.246
C -0.913 2.279 4.110
C -0.705 1.720 2.862
C 0.335 0.794 2.733
C 1.034 0.347 3.855
C 0.724 0.864 5.077
N 0.726 0.175 1.485
N 1.864 -0.487 1.485
C 2.108 -1.119 0.264
C 3.330 -1.847 0.167
C 3.632 -2.493 -1.015
C 2.723 -2.388 -2.107
C 1.495 -1.749 -1.933
C 1.172 -1.059 -0.766
H -0.515 2.171 6.246
H -1.631 3.128 4.138
H -1.359 1.941 2.018
H 1.872 -0.382 3.729
H 1.304 0.494 5.926
H 3.988 -1.824 1.053
H 4.573 -3.026 -1.222
H 3.027 -2.800 -3.072
H 0.771 -1.763 -2.761
N 2.286 -4.797 4.250
C 1.369 -4.846 3.270
C 0.412 -3.792 3.208
C -0.620 -3.809 2.269
C -0.679 -4.911 1.409
C 0.273 -5.975 1.418
C 1.256 -5.929 2.374
S -1.774 -4.743 0.062
O -3.012 -4.299 0.670
O -1.731 -5.961 -0.764
N -0.926 -3.470 -0.611
C -1.760 -2.741 -1.399
N -1.712 -1.374 -1.426
C -2.434 -0.725 -2.388
C -3.178 -1.421 -3.316
C -3.158 -2.814 -3.151
N -2.593 -3.469 -2.190
H 2.151 -4.129 5.002
H 3.082 -5.422 4.280
H 0.558 -2.938 3.903
H -1.375 -3.013 2.178
H 0.156 -6.787 0.642
H 2.034 -6.736 2.416
H -2.386 0.371 -2.418
H -3.832 -0.942 -4.040
H -3.645 -3.492 -3.851
C -0.383 2.467 -5.978
C -0.562 3.488 -5.043
C -0.286 3.294 -3.682
C 0.143 2.052 -3.290
C 0.200 0.974 -4.177
C -0.072 1.182 -5.529
Ge 0.686 1.759 -1.391
C 0.094 3.464 -0.461
C 1.058 4.367 0.030
C 0.632 5.438 0.815
C -0.716 5.713 0.997
C -1.651 4.874 0.386
C -1.229 3.809 -0.386
C 2.696 1.839 -1.436
C 3.369 1.807 -2.644
C 4.772 1.808 -2.686
C 5.499 1.788 -1.499
C 4.834 1.890 -0.281
C 3.437 1.987 -0.255
H -0.550 2.621 -7.033
H -0.931 4.459 -5.396
H -0.328 4.165 -3.009
H 0.494 -0.003 -3.806
H -0.038 0.363 -6.207
H 2.118 4.274 -0.276
H 1.388 6.104 1.339
H -1.019 6.503 1.698
H -2.727 5.001 0.533
H -1.998 3.194 -0.838
H 2.851 1.966 -3.584
H 5.264 1.888 -3.650
H 6.583 1.705 -1.581
H 5.395 1.850 0.643
H 2.928 2.161 0.690
```

The value obtained for the HOMO energy (alpha / beta) is -3.695 / -5.090 eV. As for the HOMO-LUMO gap (alpha / beta): 5.58 / 5.03 eV. The expectation value of S² is 6.050. Its spin multiplicity is 5. As for the total charge: -1. The LUMO energy (alpha / beta) is 1.88 / -0.06 eV.

***

# 2
# C23H35BFN7PtS2SeSi

A structure of composition C23H35BFN7PtS2SeSi (ωB97M-V/def2-TZVPD, the OMol25 dataset).

XYZ file:
```
72
C23H35BFN7PtS2SeSi ωB97M-V/def2-TZVPD
Pt -0.004 0.075 0.175
C 2.125 -3.253 -1.546
N 1.157 -3.557 -0.509
C 1.326 -4.520 0.456
C 0.166 -4.583 1.143
N -0.713 -3.676 0.597
B -2.209 -3.726 1.081
N -3.079 -2.508 0.642
C -4.293 -2.662 0.018
C -4.914 -1.460 -0.004
N -4.064 -0.569 0.607
C -4.384 0.813 0.908
C -2.944 -1.224 0.977
S -1.589 -0.512 1.788
C -0.093 -3.042 -0.403
S -0.692 -1.748 -1.391
H 3.111 -3.142 -1.099
H 1.834 -2.322 -2.023
H 2.135 -4.053 -2.287
H 2.253 -5.053 0.570
H -0.120 -5.195 1.980
H -2.725 -4.700 0.584
H -2.185 -3.789 2.286
H -4.607 -3.619 -0.355
H -5.866 -1.156 -0.399
H -4.892 1.250 0.053
H -3.457 1.348 1.083
H -5.015 0.862 1.797
C 0.689 1.026 -3.738
Si 1.554 1.668 -2.205
C 3.193 2.399 -2.787
C 0.673 3.189 -1.514
N 1.716 0.461 -0.964
C 2.875 -0.236 -0.701
C 3.838 -0.440 -1.715
C 5.016 -1.140 -1.532
C 5.307 -1.725 -0.306
C 4.392 -1.557 0.720
C 3.237 -0.828 0.524
F 2.445 -0.687 1.621
H 0.273 1.856 -4.316
H -0.124 0.339 -3.505
H 1.407 0.499 -4.374
H 2.943 3.340 -3.288
H 3.736 1.788 -3.508
H 3.867 2.634 -1.960
H 0.205 3.746 -2.331
H 1.399 3.847 -1.026
H -0.121 2.938 -0.812
H 3.616 -0.061 -2.704
H 5.696 -1.249 -2.368
H 6.217 -2.287 -0.149
H 4.557 -1.967 1.709
C 0.453 1.610 1.095
H 1.454 2.038 1.058
H -0.265 2.214 1.657
C -4.016 1.618 -5.012
N -3.991 2.732 -4.085
C -4.495 3.998 -4.316
C -4.249 4.729 -3.212
N -3.595 3.903 -2.316
C -3.133 4.288 -0.997
C -3.429 2.668 -2.853
Se -2.613 1.204 -2.105
H -4.615 1.901 -5.875
H -4.446 0.746 -4.524
H -3.003 1.367 -5.324
H -4.981 4.260 -5.239
H -4.476 5.754 -2.983
H -3.624 5.217 -0.716
H -2.053 4.424 -0.994
H -3.386 3.503 -0.286
```

The value obtained for the HOMO energy (alpha / beta) is -6.999 / -6.999 eV. As for the HOMO-LUMO gap (alpha / beta): 6.20 / 6.20 eV. Its spin multiplicity is 1. As for the total charge: 0. The value obtained for the energy relative to the best compared isomer or geometry (same formula, charge and spin) is 200.2 kJ/mol. The LUMO energy (alpha / beta) is -0.80 / -0.80 eV.

***

# 3
# C37H36F5IrN6O

A structure of composition C37H36F5IrN6O (ωB97M-V/def2-TZVPD, the OMol25 dataset).

XYZ file:
```
86
C37H36F5IrN6O ωB97M-V/def2-TZVPD
Ir 0.196 -0.407 1.091
C 3.591 4.287 0.086
C 3.961 3.324 1.015
C 3.031 2.417 1.496
C 1.722 2.461 1.028
C 1.340 3.440 0.113
C 2.276 4.350 -0.354
N 0.796 1.540 1.523
C -0.356 1.571 2.019
C -1.026 2.526 2.728
C -2.149 2.675 3.608
C -3.114 1.865 4.080
C -3.377 0.509 3.641
C -3.121 0.095 2.431
N -3.038 -0.291 1.269
N -1.839 -0.921 0.884
C -2.056 -1.828 -0.040
C -3.276 -2.065 -0.748
C -3.294 -2.974 -1.755
C -2.143 -3.737 -2.066
C -1.027 -3.542 -1.318
N -0.980 -2.626 -0.324
H 4.322 4.994 -0.286
H 4.982 3.280 1.375
H 3.291 1.678 2.239
H 0.314 3.479 -0.226
H 1.976 5.107 -1.069
H -0.350 3.379 2.806
H -2.153 3.665 4.056
H -3.750 2.244 4.870
H -3.818 -0.212 4.320
H -4.134 -1.468 -0.489
H -4.202 -3.114 -2.328
H -2.139 -4.460 -2.868
H -0.121 -4.107 -1.476
C 1.524 -1.265 -4.766
C 0.546 -1.657 -3.658
C -0.588 -0.673 -3.479
C -1.586 -0.665 -4.451
C -2.671 0.186 -4.362
C -2.768 1.048 -3.282
C -1.803 1.074 -2.284
C -1.961 2.021 -1.125
C -2.187 3.475 -1.534
C -0.696 0.208 -2.384
N 0.263 0.157 -1.346
C 1.515 0.261 -1.628
C 2.529 -0.050 -0.679
C 3.915 -0.136 -0.830
C 4.412 -0.598 0.392
C 3.312 -0.769 1.238
N 2.184 -0.454 0.587
H 2.314 -2.011 -4.872
H 1.996 -0.304 -4.557
H 1.011 -1.175 -5.724
H 1.087 -1.794 -2.722
H 0.108 -2.627 -3.904
H -1.505 -1.353 -5.286
H -3.437 0.179 -5.128
H -3.618 1.717 -3.204
H -1.085 1.954 -0.491
H -2.796 1.683 -0.508
H -1.409 3.816 -2.222
H -2.172 4.115 -0.650
H -3.149 3.618 -2.028
H 1.838 0.555 -2.630
H 4.472 0.112 -1.720
H 5.443 -0.779 0.652
H 3.272 -1.080 2.271
F -0.480 -0.343 4.572
C 0.841 -0.778 4.847
F 1.398 -0.856 3.504
C 1.508 0.491 5.367
F 0.902 0.936 6.487
F 1.560 1.569 4.527
F 2.804 0.253 5.693
C -0.805 -4.388 1.801
O -0.236 -3.100 1.880
C 0.150 -2.457 0.665
C 1.403 -3.132 0.137
H -0.902 -4.735 2.828
H -0.178 -5.099 1.250
H -1.801 -4.376 1.343
H 1.251 -4.206 -0.005
H 2.179 -3.013 0.885
H 1.758 -2.689 -0.794
```

The value obtained for the HOMO energy (alpha / beta) is -3.414 / -3.414 eV. As for the HOMO-LUMO gap (alpha / beta): 5.70 / 5.70 eV. The expectation value of S² is 0.756. Its spin multiplicity is 2. As for the total charge: -1. The value obtained for the energy relative to the best compared isomer or geometry (same formula, charge and spin) is 657.0 kJ/mol. The LUMO energy (alpha / beta) is 2.29 / 2.29 eV.

***

# 4
# C5H6O4Y

A structure of composition C5H6O4Y in a non-equilibrium geometry (ωB97M-V/def2-TZVPD, the OMol25 dataset).

XYZ file:
```
16
C5H6O4Y ωB97M-V/def2-TZVPD
O 2.769 0.261 0.295
C 2.423 -0.935 -0.027
C 1.483 -1.251 -0.979
O 0.777 -0.202 -1.527
Y 2.682 2.277 -0.253
H 2.965 -1.774 0.426
H 1.190 -2.259 -1.259
C -2.138 0.112 2.067
C -1.959 0.228 0.763
O -0.647 0.112 0.270
C -0.296 0.466 -0.909
O -1.038 1.280 -1.566
H -1.305 -0.057 2.749
H -2.722 0.392 0.007
H -3.143 0.232 2.467
H -1.042 1.119 -2.523
```

The value obtained for the HOMO energy is -20.526 eV. As for the HOMO-LUMO gap: 5.35 eV. Its spin multiplicity is 1. As for the total charge: +3. The value obtained for the energy relative to the best compared isomer or geometry (same formula, charge and spin) is 299.0 kJ/mol. The LUMO energy is -15.17 eV.

***

# 5
# C67H46N10PPbSSb

A structure of composition C67H46N10PPbSSb (ωB97M-V/def2-TZVPD, the OMol25 dataset).

XYZ file:
```
127
C67H46N10PPbSSb ωB97M-V/def2-TZVPD
Pb 0.106 -0.206 0.932
C 6.212 1.498 2.269
C 6.498 0.176 1.956
C 5.600 -0.598 1.210
C 4.431 0.004 0.811
C 3.252 -0.499 0.062
N 2.337 0.459 -0.073
C 2.797 1.594 0.559
N 2.174 2.730 0.601
C 0.941 3.021 0.198
C 0.567 4.278 -0.490
C 1.286 5.396 -0.832
C 0.621 6.375 -1.578
C -0.708 6.214 -1.951
C -1.426 5.068 -1.597
C -0.761 4.116 -0.866
C -1.136 2.762 -0.403
N -2.271 2.143 -0.739
C -2.416 0.864 -0.952
N -1.435 -0.106 -0.938
C -1.971 -1.264 -1.374
N -1.347 -2.418 -1.604
C -0.067 -2.638 -1.363
N 0.770 -1.916 -0.582
C 2.059 -2.309 -0.842
N 3.162 -1.738 -0.436
C 2.028 -3.519 -1.694
C 3.017 -4.378 -2.110
C 2.620 -5.500 -2.845
C 1.283 -5.720 -3.153
C 0.289 -4.827 -2.737
C 0.691 -3.737 -2.005
C -3.414 -1.082 -1.652
C -4.383 -1.956 -2.085
C -5.676 -1.448 -2.238
C -5.959 -0.113 -1.969
C -4.962 0.766 -1.536
C -3.698 0.249 -1.375
N -0.165 2.248 0.383
C 4.141 1.328 1.135
C 5.015 2.098 1.861
H 6.927 2.074 2.844
H 7.425 -0.264 2.300
H 5.811 -1.632 0.963
H 2.323 5.510 -0.537
H 1.151 7.270 -1.877
H -1.192 6.990 -2.531
H -2.461 4.934 -1.887
H 4.057 -4.199 -1.863
H 3.365 -6.214 -3.170
H 1.005 -6.605 -3.711
H -0.756 -4.992 -2.967
H -4.148 -2.996 -2.277
H -6.471 -2.104 -2.570
H -6.971 0.250 -2.101
H -5.175 1.807 -1.324
H 4.787 3.127 2.116
N -1.667 -2.007 3.742
P -2.309 -1.512 2.226
C -3.330 -2.955 1.777
C -4.552 -2.821 1.115
C -5.268 -3.949 0.737
C -4.773 -5.217 1.016
C -3.548 -5.358 1.656
C -2.821 -4.233 2.018
C -3.511 -0.238 2.731
C -4.720 -0.534 3.366
C -5.577 0.487 3.743
C -5.235 1.814 3.504
C -4.030 2.121 2.893
C -3.172 1.098 2.509
C -0.339 -2.042 4.158
C -0.033 -2.573 5.419
C 1.283 -2.638 5.810
C 2.281 -2.178 4.950
C 1.888 -1.668 3.738
N 0.608 -1.588 3.338
H -2.329 -2.330 4.431
H -4.951 -1.835 0.903
H -6.220 -3.840 0.233
H -5.345 -6.093 0.736
H -3.162 -6.346 1.874
H -1.860 -4.347 2.506
H -4.997 -1.563 3.564
H -6.516 0.249 4.227
H -5.909 2.606 3.804
H -3.753 3.154 2.717
H -2.225 1.347 2.042
H -0.825 -2.933 6.063
H 1.543 -3.053 6.775
H 3.326 -2.216 5.224
H 2.630 -1.298 3.032
S 0.696 1.940 -2.476
Sb 1.556 1.256 -4.476
C 1.314 2.956 -5.701
C 0.453 2.932 -6.793
C 0.121 4.127 -7.421
C 0.655 5.324 -6.964
C 1.529 5.335 -5.882
C 1.855 4.151 -5.237
C 0.273 -0.305 -5.077
C -1.072 0.041 -5.197
C -2.018 -0.958 -5.381
C -1.623 -2.290 -5.438
C -0.280 -2.625 -5.342
C 0.677 -1.634 -5.145
C 3.531 0.707 -3.965
C 4.202 -0.378 -4.523
C 5.467 -0.710 -4.055
C 6.056 0.042 -3.048
C 5.382 1.130 -2.499
C 4.113 1.465 -2.952
H 0.048 1.997 -7.165
H -0.561 4.122 -8.263
H 0.389 6.252 -7.453
H 1.951 6.270 -5.531
H 2.517 4.165 -4.378
H -1.384 1.078 -5.135
H -3.065 -0.693 -5.480
H -2.365 -3.069 -5.566
H 0.033 -3.659 -5.420
H 1.722 -1.907 -5.062
H 3.761 -0.959 -5.325
H 5.996 -1.554 -4.482
H 7.050 -0.209 -2.698
H 5.848 1.719 -1.716
H 3.573 2.296 -2.510
```

The value obtained for the HOMO energy is -11.946 eV. As for the HOMO-LUMO gap: 4.88 eV. Its spin multiplicity is 1. As for the total charge: +2. The LUMO energy is -7.07 eV.

***

# 6
# C4H8N3

The ion C4H8N3 with charge +1 in a non-equilibrium geometry (ωB97M-V/def2-TZVPD, the OMol25 dataset).

XYZ file:
```
15
C4H8N3 ωB97M-V/def2-TZVPD
C 3.207 -0.047 -0.024
N 1.868 -0.131 -0.445
N 0.895 0.262 0.134
C -0.625 0.198 -0.036
C -1.503 -1.036 -0.126
N -2.668 -0.063 -0.199
C -1.749 1.122 0.071
H 3.577 -0.986 -0.556
H 3.453 -0.135 1.119
H 3.474 0.942 -0.363
H -1.226 -1.468 -1.048
H -1.534 -1.761 0.769
H -3.512 -0.286 0.411
H -1.962 1.474 1.062
H -1.695 1.915 -0.768
```

The value obtained for the HOMO energy (alpha / beta) is -13.879 / -13.871 eV. As for the HOMO-LUMO gap (alpha / beta): 7.69 / 7.68 eV. Its spin multiplicity is 1. As for the total charge: +1. The value obtained for the energy relative to the best compared isomer or geometry (same formula, charge and spin) is 735.8 kJ/mol. The LUMO energy (alpha / beta) is -6.19 / -6.19 eV.

***

# 7
# C3H8NO2P

A structure of composition C3H8NO2P in a non-equilibrium geometry (ωB97M-V/def2-TZVPD, the OMol25 dataset).

XYZ file:
```
15
C3H8NO2P ωB97M-V/def2-TZVPD
C -0.565 1.283 0.937
C -1.038 -0.277 -0.746
C 2.776 -1.008 0.372
N -1.470 0.708 0.114
O 0.617 1.158 0.754
O -2.838 0.792 0.489
P 1.133 -0.773 -0.426
H -1.114 1.900 1.673
H -0.938 -0.104 -1.757
H -1.470 -1.228 -0.554
H 3.273 -0.084 0.756
H 2.690 -1.612 1.326
H -3.467 1.059 -0.256
H 0.922 -1.898 -1.223
H 1.490 0.083 -1.458
```

The value obtained for the HOMO energy (alpha / beta) is -7.461 / -7.464 eV. As for the HOMO-LUMO gap (alpha / beta): 7.49 / 7.50 eV. Its spin multiplicity is 1. As for the total charge: 0. The value obtained for the energy relative to the best compared isomer or geometry (same formula, charge and spin) is 626.4 kJ/mol. The LUMO energy (alpha / beta) is 0.03 / 0.03 eV.

***

Number 1: electronic energy -15268.2074 Eh. Number 2: electronic energy -5012.1369 Eh. Number 3: electronic energy -2438.8028 Eh. Number 4: electronic energy -532.0890 Eh. Number 5: electronic energy -4300.6012 Eh. Number 6: electronic energy -321.0111 Eh. Number 7: electronic energy -665.4784 Eh.